# C9H16N3O

A cluster of 2 separate species, C9H16N3O in total at a distorted geometry (the ωB97M-V functional and the def2-TZVPD basis, the Open Molecules 2025 dataset).

Last columns: bonded neighbours and bond lengths (Å).
CARTESIAN COORDINATES (ANGSTROEM)
1 C 1.345 -1.121 -2.039  N3 1.479, H11 1.073, H12 1.087, H13 1.091
2 C 1.847 1.110 -0.961  N3 1.335, N4 1.329, N5 1.356
3 N 1.217 -0.066 -1.010  C1 1.479, C2 1.335, H6 1.011
4 N 1.710 2.010 -1.929  C2 1.329, H7 1.011, H8 1.003
5 N 2.326 1.567 0.222  C2 1.356, H9 1.009, H10 1.010
6 H 1.146 -0.460 -0.081  N3 1.011
7 H 1.548 1.698 -2.877  N4 1.011
8 H 2.015 2.954 -1.783  N4 1.003
9 H 3.206 2.060 0.192  N5 1.009
10 H 2.248 0.974 1.036  N5 1.010
11 H 2.059 -1.844 -1.692  C1 1.073
12 H 1.504 -0.647 -3.004  C1 1.087
13 H 0.341 -1.506 -2.224  C1 1.091
14 C -2.778 -0.496 -1.089  C16 1.506, H24 1.075, H25 1.082, H29 1.101
15 C -1.003 -1.446 0.441  C16 1.388, C17 1.393, H22 1.083
16 C -1.873 -0.416 0.113  C14 1.506, C15 1.388, C18 1.394
17 C -0.217 -1.489 1.591  C15 1.393, C19 1.404, H23 1.082
18 C -2.033 0.580 1.075  C16 1.394, C20 1.390, H26 1.080
19 C -0.370 -0.453 2.526  C17 1.404, C20 1.396, O21 1.350
20 C -1.180 0.627 2.171  C18 1.390, C19 1.396, H27 1.090
21 O 0.384 -0.483 3.645  C19 1.350, H28 0.966
22 H -0.897 -2.344 -0.155  C15 1.083
23 H 0.195 -2.426 1.938  C17 1.082
24 H -3.676 0.043 -0.846  C14 1.075
25 H -2.963 -1.472 -1.519  C14 1.082
26 H -2.653 1.449 0.914  C18 1.080
27 H -1.234 1.389 2.949  C20 1.090
28 H 0.106 0.150 4.319  O21 0.966
29 H -2.320 0.058 -1.924  C14 1.101

LUMO   -3.06 eV
Largest force on an atom   2.384 eV/A
Electronic energy   -16104.2538 eV
HOMO   -0.42083 hartree
Total charge   +1

How is the electron density shared among the atoms? According to Mulliken, the charges in e are: -0.908, 0.671, 0.112, -0.337, -0.447, -0.104, 0.212, 0.237, 0.284, 0.207, 0.306, 0.399, 0.315, -1.556, -0.548, 1.042, -0.868, -0.648, 0.687, -0.552, -0.526, 0.493, 0.412, 0.426, 0.356, 0.387, 0.332, 0.322, 0.297

# C9H16N3O4S

The ion C9H16N3O4S with charge -1 at a distorted geometry (the ωB97M-V functional and the def2-TZVPD basis, the Open Molecules 2025 dataset).

Last columns: bonded neighbours and bond lengths (Å).
CARTESIAN COORDINATES (ANGSTROEM)
1 O 3.639 0.908 1.938  C6 1.228
2 O -0.078 1.630 -1.438  C7 1.245
3 O -3.189 -0.884 2.079  C8 1.238
4 S 1.340 -2.554 -0.300  C14 1.812
5 O -3.080 2.007 1.760  C15 1.452, H18 0.958
6 C 3.132 1.040 0.828  O1 1.228, N10 1.344, C12 1.530
7 C 0.299 0.596 -0.855  O2 1.245, N11 1.337, C16 1.548
8 C -2.650 -0.905 0.966  O3 1.238, N9 1.359, C17 1.566
9 N -2.838 -1.983 0.161  C8 1.359, C13 1.468, H19 1.011
10 N 2.536 0.033 0.167  C6 1.344, C16 1.475, H20 0.992
11 N -0.451 -0.067 0.031  C7 1.337, C17 1.454, H21 1.018
12 C 3.273 2.404 0.148  C6 1.530, H22 1.128, H23 1.082, H24 1.080
13 C -2.144 -2.364 -1.076  N9 1.468, H25 1.088, H26 1.095, H27 1.085
14 C 1.636 -1.362 -1.633  S4 1.812, C16 1.536, H28 1.091, H29 1.078
15 C -1.757 1.501 1.443  O5 1.452, C17 1.562, H30 1.083, H31 1.074
16 C 1.737 0.065 -1.072  C7 1.548, N10 1.475, C14 1.536, H32 1.107
17 C -1.796 0.300 0.446  C8 1.566, N11 1.454, C15 1.562, H33 1.095
18 H -3.533 1.373 2.318  O5 0.958
19 H -3.428 -2.682 0.592  N9 1.011
20 H 2.529 -0.871 0.574  N10 0.992
21 H -0.043 -0.918 0.409  N11 1.018
22 H 4.132 2.307 -0.577  C12 1.128
23 H 3.430 3.214 0.848  C12 1.082
24 H 2.335 2.626 -0.340  C12 1.080
25 H -2.045 -1.524 -1.759  C13 1.088
26 H -2.676 -3.184 -1.570  C13 1.095
27 H -1.164 -2.731 -0.785  C13 1.085
28 H 2.600 -1.585 -2.094  C14 1.091
29 H 0.824 -1.358 -2.341  C14 1.078
30 H -1.269 1.244 2.375  C15 1.083
31 H -1.215 2.334 1.035  C15 1.074
32 H 2.210 0.728 -1.820  C16 1.107
33 H -2.295 0.663 -0.458  C17 1.095

LUMO   3.15 eV
Structure (SMILES)   CNC(=O)[C@@H](CO)NC(=O)[C@H](C[S-])NC(C)=O
Largest force on an atom   1.997 eV/A
Electronic energy   -33091.1147 eV
HOMO   -0.14784 hartree
Total charge   -1

How is the electron density shared among the atoms? According to Mulliken, the charges in e are: -0.702, -0.752, -0.748, -0.645, -0.602, 0.673, 0.470, 0.179, -0.165, 0.088, -0.082, -0.921, -0.516, -0.829, -0.854, -0.356, 0.316, 0.341, 0.260, 0.061, 0.159, 0.182, 0.312, 0.324, 0.200, 0.331, 0.113, 0.425, 0.355, 0.334, 0.426, 0.309, 0.312

# C9H16NO

A cluster of 2 separate species, C9H16NO in total at a distorted geometry (the ωB97M-V functional and the def2-TZVPD basis, the Open Molecules 2025 dataset).

Last columns: bonded neighbours and bond lengths (Å).
CARTESIAN COORDINATES (ANGSTROEM)
1 C 0.274 0.033 -2.498  C2 1.526, N3 1.476, H4 1.096, H5 1.094
2 C 1.049 -1.264 -2.715  C1 1.526, H6 1.086, H7 1.078, H11 1.093
3 N 0.625 1.089 -3.467  C1 1.476, H8 1.050, H9 1.055, H10 1.047
4 H -0.786 -0.239 -2.461  C1 1.096
5 H 0.268 0.369 -1.457  C1 1.094
6 H 1.946 -1.122 -3.311  C2 1.086
7 H 0.433 -2.036 -3.147  C2 1.078
8 H -0.171 1.752 -3.637  N3 1.050
9 H 1.478 1.626 -3.157  N3 1.055
10 H 0.923 0.748 -4.411  N3 1.047
11 H 1.508 -1.643 -1.799  C2 1.093
12 C 0.105 2.789 1.726  C14 1.503, H22 1.076, H23 1.094, H27 1.089
13 C -1.412 0.811 1.310  C14 1.387, C15 1.390, H20 1.073
14 C -0.133 1.335 1.434  C12 1.503, C13 1.387, C16 1.405
15 C -1.597 -0.560 1.178  C13 1.390, C17 1.380, H21 1.083
16 C 0.998 0.504 1.361  C14 1.405, C18 1.391, H24 1.081
17 C -0.488 -1.379 1.235  C15 1.380, C18 1.391, O19 1.400
18 C 0.801 -0.873 1.372  C16 1.391, C17 1.391, H25 1.059
19 O -0.568 -2.773 1.134  C17 1.400, H26 0.968
20 H -2.213 1.525 1.317  C13 1.073
21 H -2.548 -1.075 1.114  C15 1.083
22 H -0.496 3.526 1.221  C12 1.076
23 H 1.132 3.078 1.485  C12 1.094
24 H 1.972 0.974 1.362  C16 1.081
25 H 1.643 -1.498 1.521  C18 1.059
26 H -1.036 -3.089 1.920  O19 0.968
27 H 0.030 3.019 2.788  C12 1.089

2S+1   2
LUMO (alpha / beta)   0.71 / 0.66 eV
Largest force on an atom   2.338 eV/A
Electronic energy   -13126.4233 eV
HOMO (alpha / beta)   -0.13180 / -0.33151 hartree

How is the electron density shared among the atoms? According to Mulliken, the charges in e are: -0.315, -1.214, -1.822, 0.071, -0.495, 0.481, 0.354, 0.855, 1.072, 0.648, 0.383, -1.593, -0.525, 0.894, -0.465, -0.671, 0.245, -0.454, -0.526, 0.411, 0.465, 0.388, 0.375, 0.347, 0.434, 0.327, 0.330